[1]
Below is a 2-piece molecular cluster, CH4FNO overall, with properties calculated with the ωB97M-V functional and the def2-TZVPD basis.

Summary:
- DFT total energy (hartree) = -270.1763
- HOMO (alpha / beta) (eV) = -7.76 / -8.57
- LUMO level (alpha / beta) (eV) = 0.73 / 1.04
- energy above the lowest of the compared OMol25 structures with the same formula, charge and spin (eV) = 4.8016

The geometry in ORCA input format:
```
! wB97M-V def2-TZVPD RIJCOSX def2/J DEFGRID3
* xyz 0 1
F 0.75005 -0.16971 1.09750
H -1.43160 -1.43802 -0.10909
C 1.34519 0.46908 0.14256
N -1.46654 -0.48658 -0.36547
O -0.44776 -0.04303 -1.03090
H -2.11327 0.19161 0.00631
H 2.25498 -0.02252 -0.05545
H 1.10894 1.49917 0.31454
*
```

[2]
Below is one molecule with the formula CH3ClOS2, with properties calculated with the ωB97M-V functional and the def2-TZVPD basis.

Summary:
- DFT total energy (hartree) = -1371.6342
- HOMO (eV) = -9.87
- LUMO level (eV) = -0.70
- energy above the lowest of the compared OMol25 structures with the same formula, charge and spin (eV) = 1.6233

The geometry in ORCA input format:
```
! wB97M-V def2-TZVPD RIJCOSX def2/J DEFGRID3
* xyz 0 1
O 2.23182 1.66372 0.65456
H -0.61130 -0.11860 0.19381
Cl 4.08328 0.04085 -0.97626
S 3.05346 0.22680 0.83202
H 0.31980 -0.83104 -1.03576
S 1.50685 -1.29200 0.66018
H 0.90042 0.65865 -0.46423
C 0.31893 -0.17792 -0.25935
*
```

[3]
Below is C22H30BrNO3PPdS2 as an isolated structure, with properties calculated with the ωB97M-V functional and the def2-TZVPD basis.

Summary:
- DFT total energy (hartree) = -4976.1344
- HOMO (eV) = -11.99
- LUMO level (eV) = -5.41
- energy above the lowest of the compared OMol25 structures with the same formula, charge and spin (eV) = 0.2976

The geometry in ORCA input format:
```
! wB97M-V def2-TZVPD RIJCOSX def2/J DEFGRID3
* xyz 1 1
H -1.25054 -3.06301 -1.78500
C 0.81575 0.58476 -3.46844
H 1.61893 1.31720 -3.42369
H 0.00296 2.98210 -2.19303
C 1.28906 -3.97736 -1.03415
H -2.40069 0.29045 -0.03539
C -0.25157 0.79744 -2.38609
H -1.02363 2.43581 -3.51277
C 3.20407 0.30002 -1.22804
C -1.29454 -2.07138 0.14563
N 1.28631 -5.02728 -0.55629
H -1.07883 -1.17709 -2.77986
C -3.03736 -3.44745 -0.70022
O 2.10051 -2.46536 1.84356
H 3.05599 0.30403 -2.30229
H -0.73992 4.09147 2.62545
C -3.24170 -2.41942 1.46454
C -1.10553 3.26288 2.03440
H 1.58984 3.29498 -0.52307
C 2.30744 2.60641 -0.96115
H -3.43366 -4.08473 -1.47850
C 2.39255 -1.07398 4.05956
H 1.78973 -0.56006 4.80496
C -0.21855 2.54562 1.24728
H 1.24331 -0.41360 -3.46171
Pd 0.64515 -1.51747 0.28174
H -3.94475 1.56339 1.33405
H 3.03863 -0.38345 3.52450
H 2.92824 0.02982 1.26169
C -0.75335 2.25070 -2.47148
C -1.78939 -2.86516 -0.87419
C -2.01931 1.13105 0.52232
H 4.18831 0.73047 -1.03072
C 2.60807 1.05082 1.03922
P 0.42806 0.56067 -0.64515
C -3.75817 -3.22283 0.46259
S 1.29860 -1.87241 2.94100
O 0.45807 -2.75381 3.68174
H -1.60009 -1.21089 2.10470
S 1.28631 -2.43373 -1.72149
C 2.19565 1.15601 -0.44533
C -0.66451 1.47356 0.47016
C -1.99354 -1.82718 1.31339
C -1.41628 -0.14927 -2.69193
H -1.82532 0.15513 -3.65760
Br -5.44270 -4.02560 0.68506
H 3.46174 1.71154 1.19940
H 0.81778 2.84047 1.25619
H 2.98143 -1.85774 4.53190
H -2.22931 -0.10393 -1.97379
O 0.50957 -0.76480 2.24230
H -3.79657 -2.25235 2.37752
C -2.44752 2.91899 2.06732
H 3.30933 2.96272 -0.71558
H -3.13653 3.47779 2.68616
H 3.22359 -0.73212 -0.88042
H 1.83241 1.29978 1.75302
H 2.20533 2.65283 -2.04410
H -1.63590 2.41572 -1.85837
H 0.31843 0.71106 -4.43156
C -2.90140 1.84775 1.31007
*
```

Number 2 is which compound? CH3ClOS2